i) 13
Properties=species:S:1:pos:R:3 method="wB97M-V/def2-TZVPD" orbital_gap_ev=10.0 e_homo_ha=-0.3336 smiles="C[C@H]1NCC1=O" charge=0
O 0.4364 2.2610 0.5299
N 0.6934 -1.0046 -0.0619
C -0.3502 -0.1310 0.4604
C -1.6805 -0.1003 -0.2764
C 1.6431 0.1279 -0.2912
C 0.5557 1.0938 0.2800
H -1.5492 0.0951 -1.3471
H 2.6930 0.2165 0.0941
H -0.4689 -0.3431 1.5187
H 1.0304 -1.8001 0.4408
H 1.5072 -0.0523 -1.3235
H -2.2027 -1.0546 -0.1669
H -2.3078 0.6917 0.1432

***

ii) 13
Properties=species:S:1:pos:R:3 method="wB97M-V/def2-TZVPD" orbital_gap_ev=10.1 e_homo_ha=-0.3357 charge=0
O 2.8314 -1.6074 -0.1951
N 1.1238 -0.1493 0.4135
C -1.2250 -0.0820 -0.5270
C 0.1037 0.5339 -0.3051
C 1.9288 -0.8400 -0.4251
C -1.2498 0.4755 0.8266
H 1.0090 -0.1955 1.4141
H -1.2145 -0.2081 1.6909
H -1.6906 1.4435 1.0439
H 1.1120 -0.1961 -1.4448
H -1.2210 -1.1600 -0.6170
H 0.3145 1.5555 -0.6081
H -1.8223 0.4302 -1.2667

***

iii) 13
Properties=species:S:1:pos:R:3 method="wB97M-V/def2-TZVPD" orbital_gap_ev=10.7 e_homo_ha=-0.3521 smiles=C1N[C@H]1[C@H]1CO1 charge=0
O 0.4730 -1.3582 0.7415
N 0.9809 1.4121 -0.3129
C -0.2907 0.7146 -0.4133
C -0.0477 1.6497 0.7017
C -0.5395 -0.7041 -0.0026
C 0.1134 -1.8971 -0.5307
H -0.8989 1.0507 -1.2498
H -0.4217 -2.8473 -0.4949
H 1.7073 0.8086 0.0666
H -0.5357 2.6191 0.7215
H -1.5384 -0.8264 0.4112
H 0.8695 -1.8015 -1.3064
H 0.1286 1.1797 1.6679

***

iv) 13
Properties=species:S:1:pos:R:3 method="wB97M-V/def2-TZVPD" orbital_gap_ev=11.7 e_homo_ha=-0.3974 smiles=CCOCC#N charge=0
O 0.1821 0.4586 1.0738
N -1.8213 2.3270 -0.9625
C 1.0073 0.1704 -0.0511
C -1.5636 1.5148 -0.1807
C -1.1851 0.4566 0.7883
C 0.9776 -1.2994 -0.4520
H -0.0439 -1.6876 -0.5244
H -1.7110 0.6285 1.7308
H 1.4370 -1.4300 -1.4365
H -1.5299 -0.5037 0.3793
H 2.0134 0.4652 0.2576
H 1.5187 -1.9179 0.2689
H 0.7187 0.8177 -0.8914

***

The structure with the greatest stability is iv).

***

i) 13
Properties=species:S:1:pos:R:3 method="wB97M-V/def2-TZVPD" orbital_gap_ev="7.9 / 9.6" e_homo_ha="-0.2956 / -0.3506" charge=0
O 1.3313 -0.8084 0.7843
N -1.1125 0.8060 1.0021
C 0.9197 -0.4961 -0.5320
C -1.6530 -0.0856 0.0665
C -0.4967 -0.3427 -0.8311
C 1.7244 0.4540 0.2711
H 1.1886 1.3037 0.6882
H -1.0638 0.3249 1.9108
H -0.6801 -0.1976 -1.9001
H -2.2573 0.5317 -0.6214
H -2.2532 -0.9497 0.3795
H 1.4647 -1.0129 -1.3300
H 2.7891 0.5571 0.0583

***

ii) 13
Properties=species:S:1:pos:R:3 method="wB97M-V/def2-TZVPD" orbital_gap_ev=9.7 e_homo_ha=-0.3467 charge=0
O 1.9176 -0.0146 -0.0110
N -1.4524 -2.0980 -0.1168
C -1.5111 -0.9337 0.0383
C -0.4745 0.0865 -0.3427
C -0.4735 1.5374 0.1209
C 0.7453 -0.7973 -0.0076
H 0.7046 -1.3613 0.9085
H -0.2963 1.6258 1.1941
H -1.4412 1.9864 -0.1158
H 2.4876 -0.2499 0.7399
H -0.6161 0.0655 -1.4282
H 0.1091 -1.9632 -0.5818
H 0.3010 2.1163 -0.3978

***

iii) 13
Properties=species:S:1:pos:R:3 method="wB97M-V/def2-TZVPD" orbital_gap_ev=8.1 e_homo_ha=-0.2768 charge=0
O 1.9435 0.9530 -0.0011
N -0.8717 -0.3540 0.5451
C -1.5198 -0.3008 -0.8757
C 0.8925 0.1974 -0.5460
C 0.4580 -1.0038 0.3357
C -0.5447 0.7336 -0.4084
H 1.7105 1.1954 0.9050
H -0.7468 1.7739 -0.1437
H -2.5390 0.0686 -0.6959
H 0.2970 -1.9332 -0.2036
H 1.0724 -1.1547 1.2319
H 1.1566 -0.0210 -1.5792
H -1.3085 -0.1543 1.4358

***

The structure with the greatest stability is ii).

***

i) 13
Properties=species:S:1:pos:R:3 method="wB97M-V/def2-TZVPD" orbital_gap_ev=9.3 e_homo_ha=-0.3431 charge=0
O 2.3369 -1.8735 -0.2990
N 1.4399 0.1568 0.3142
C -0.4128 1.0285 -0.1551
C -1.3702 -0.0453 -0.5412
C 1.8198 -0.8114 -0.5821
C -1.4233 0.5469 0.8344
H -1.0353 -1.0755 -0.6284
H -1.1337 -0.0961 1.6620
H -2.2016 1.2700 1.0846
H 1.5892 -0.0750 1.2935
H 0.9246 1.1300 -0.0559
H 1.6002 -0.5114 -1.6229
H -2.1121 0.2448 -1.2832

***

ii) 13
Properties=species:S:1:pos:R:3 method="wB97M-V/def2-TZVPD" orbital_gap_ev=10.4 e_homo_ha=-0.3457 charge=0
O -0.7881 0.9750 0.6718
N 1.0896 -0.4318 -0.0923
C 2.3130 0.2224 0.1974
C -1.9772 0.4613 -0.0252
C -1.1995 -0.8346 -0.4149
C -0.0773 -0.1254 0.2222
H -2.7853 0.3001 0.7017
H 2.8594 0.3866 -0.7402
H -1.5898 -1.7381 0.0512
H 2.8929 -0.4915 0.7886
H -2.3162 1.1715 -0.7847
H 2.1900 1.1633 0.7353
H -0.6115 -1.0589 -1.3109

***

The structure with the greatest stability is ii).

***

i) 13
Properties=species:S:1:pos:R:3 method="wB97M-V/def2-TZVPD" orbital_gap_ev=10.7 e_homo_ha=-0.3578 smiles="C[C@H]1CNC1=O" charge=0
O 1.7349 -0.2420 -1.8631
N 1.5593 -0.7082 0.4393
C 1.1993 -0.1863 -0.7859
C -0.0423 0.5049 -0.1223
C -1.4963 0.5446 -0.5841
C 0.2771 -0.4204 1.0683
H -0.3801 -1.2990 1.0824
H 0.2947 1.5216 0.1055
H 2.2064 -1.4604 0.6295
H -2.0199 1.3314 -0.0247
H -2.0140 -0.3915 -0.3503
H 0.3112 0.0484 2.0537
H -1.6303 0.7569 -1.6482

***

ii) 13
Properties=species:S:1:pos:R:3 method="wB97M-V/def2-TZVPD" orbital_gap_ev=10.2 e_homo_ha=-0.3411 smiles="C=C=NCOC" charge=0
O 1.1343 1.2009 0.6707
N -1.2984 0.7656 0.1400
C -1.9510 -0.2749 0.2008
C 2.0481 1.0130 -0.3954
C 0.0574 0.3430 0.6982
C -2.3306 -1.5135 0.4132
H -2.2376 -2.2666 -0.3599
H 3.0504 1.2937 -0.0444
H -2.6876 -1.8092 1.3927
H 0.2982 -0.5482 0.1195
H 2.0801 -0.0420 -0.7095
H 1.7667 1.6334 -1.2526
H -0.1514 0.1213 1.7472

***

The structure with the greatest stability is i).

***

i) 13
Properties=species:S:1:pos:R:3 method="wB97M-V/def2-TZVPD" orbital_gap_ev=10.7 e_homo_ha=-0.3549 smiles="CC1=NCCO1" charge=0
O 0.8335 -0.5429 -0.5178
N -0.9099 0.2862 0.6447
C -0.1191 -0.5909 1.5498
C 1.1975 -0.3909 0.8602
C -0.7587 0.6994 -1.8032
C -0.3533 0.1266 -0.4956
H -1.8277 0.9005 -1.7990
H 2.0810 -1.0014 1.0738
H -0.0695 -0.2675 2.5931
H 1.1876 0.7236 0.9867
H -0.4935 0.0161 -2.6147
H -0.5562 -1.5942 1.4861
H -0.2117 1.6353 -1.9640

***

ii) 13
Properties=species:S:1:pos:R:3 method="wB97M-V/def2-TZVPD" orbital_gap_ev=7.8 e_homo_ha=-0.2774 charge=0
O 0.5178 0.1312 0.7748
N -1.1334 2.3076 -1.0912
C 1.8501 0.2894 0.2257
C -0.9028 1.2073 -0.7666
C -1.4323 -1.1820 -0.0630
C -0.4808 -0.0919 -0.4345
H 0.2735 0.9116 1.3130
H 2.0889 -0.6656 -0.2402
H 2.5321 0.5197 1.0441
H -0.8974 -2.1253 0.0960
H 1.8299 1.0765 -0.5299
H -2.0878 -1.0024 0.8040
H -2.0776 -1.3296 -0.9372

***

iii) 13
Properties=species:S:1:pos:R:3 method="wB97M-V/def2-TZVPD" orbital_gap_ev=10.7 e_homo_ha=-0.3773 smiles="C=CC#N.CO" charge=0
O 1.7067 -0.7185 -0.1579
N -1.7772 0.2589 2.2253
C -1.7860 -0.2255 -0.3260
C -0.8953 0.3300 -1.1479
C -1.7891 0.0543 1.0845
C 2.0166 -0.0378 1.0443
H 2.5953 -0.6641 1.7375
H -0.1439 1.0275 -0.7954
H 1.1178 0.3240 1.5642
H 1.0907 -1.4284 0.0596
H 2.6316 0.8233 0.7706
H -0.8893 0.0862 -2.2056
H -2.5341 -0.9305 -0.6767

***

iv) 13
Properties=species:S:1:pos:R:3 method="wB97M-V/def2-TZVPD" orbital_gap_ev="7.9 / 8.0" e_homo_ha="-0.3055 / -0.3148" charge=0
O 0.1879 -2.1250 0.2482
N -0.4624 0.8405 -0.4860
C 1.6236 0.3893 -1.1963
C -1.4871 -0.0764 0.9266
C 0.1613 -0.9856 0.5210
C 0.8371 0.3760 -0.0478
H 2.5876 0.8870 -1.2329
H 1.3248 -0.1833 -2.0700
H -1.2470 0.5264 1.8032
H 1.2068 0.9657 0.7918
H -0.7547 0.2418 -1.2658
H -1.8578 -1.0611 1.2456
H -2.3317 0.3942 0.4068

***

The structure with the greatest stability is i).

***

i) 13
Properties=species:S:1:pos:R:3 method="wB97M-V/def2-TZVPD" orbital_gap_ev="7.5 / 8.0" e_homo_ha="-0.2637 / -0.2749" charge=0
O -1.9670 -1.3632 -2.0509
N -0.5233 -0.4693 -0.3818
C -0.8264 -0.6935 1.0441
C 1.3367 0.9996 0.1183
C 0.6996 0.0869 -0.7274
C -1.6120 -0.5824 -1.2266
H -0.0031 -1.3657 1.4070
H -0.8851 0.2509 1.4985
H 1.7471 0.6971 1.0796
H 0.8604 0.1741 -1.7242
H 2.2483 1.4060 -0.2911
H 0.7268 2.0111 0.2820
H -1.8019 -1.1516 0.9725

***

ii) 13
Properties=species:S:1:pos:R:3 method="wB97M-V/def2-TZVPD" orbital_gap_ev=10.6 e_homo_ha=-0.3542 smiles="C[C@H]1CN=CO1" charge=0
O -0.1518 -0.9375 1.0541
N 0.7580 1.1325 1.2239
C 1.1016 0.6204 -0.1095
C 0.1591 -0.5727 -0.3146
C 0.1242 0.1819 1.7682
C -1.1474 -0.2687 -1.0329
H -1.7473 -1.1792 -1.1264
H -0.2313 0.1698 2.7920
H 0.6714 -1.4192 -0.7772
H -0.9575 0.1228 -2.0379
H 2.1466 0.2914 -0.0798
H 1.0077 1.3861 -0.8828
H -1.7334 0.4726 -0.4770

***

iii) 13
Properties=species:S:1:pos:R:3 method="wB97M-V/def2-TZVPD" orbital_gap_ev=10.5 e_homo_ha=-0.3516 smiles=O[C@H]1CN2C[C@@H]12 charge=0
O -1.8610 -0.7677 0.7736
N 0.8597 0.7599 -0.6689
C 0.1821 -0.5875 -0.7856
C 1.4722 -0.4144 -0.0742
C -0.1981 1.1606 0.3177
C -1.0642 -0.0369 -0.1150
H -1.7411 0.2929 -0.9083
H 1.5956 -0.4377 1.0081
H -1.2942 -1.3232 1.3201
H -0.5991 2.1566 0.1255
H 0.1589 -1.1365 -1.7244
H 2.3425 -0.7649 -0.6261
H 0.1469 1.0989 1.3576

***

iv) 13
Properties=species:S:1:pos:R:3 method="wB97M-V/def2-TZVPD" orbital_gap_ev=10.8 e_homo_ha=-0.3583 smiles="O=CNC1CC1" charge=0
O 3.0219 -1.4153 -0.1341
N 0.8025 -0.7547 0.0964
C 2.1018 -0.6986 -0.4372
C -1.0713 0.5730 0.8632
C -0.1183 0.2834 -0.3065
C -1.5564 0.0174 -0.4520
H -1.2211 1.6029 1.1591
H -1.8698 -1.0206 -0.4348
H -1.1575 -0.1438 1.6941
H 0.3366 1.1380 -0.8006
H -2.1115 0.6924 -1.0834
H 0.6140 -0.3745 1.0388
H 2.2290 0.1005 -1.2029

***

The structure with the greatest stability is ii).